Below is C2H4N2O2 in the gas phase, with properties calculated with ωB97M-V/def2-TZVPD.

* total energy: -9212.9913 eV
* energy above the lowest of the compared OMol25 structures with the same formula, charge and spin: 215.3 kJ/mol
* HOMO-LUMO gap: 10.12 eV
* charge: 0
* F_max: 0.015 Eh/bohr

Last columns: bonded neighbours and bond lengths (Å).
Positions of all 10 atoms, in Å:
1 N -2.09 0.37 0.11  C2 1.314, H7 1.006, H8 1.013
2 C -0.86 -0.04 -0.12  N1 1.314, O3 1.353
3 O 0.03 0.46 0.77  C2 1.353, C4 1.416
4 C 1.11 -0.40 0.48  O3 1.416, O5 1.197, N6 1.362
5 O 1.30 -1.39 1.12  C4 1.197
6 N 1.87 0.07 -0.55  C4 1.362, H9 1.009, H10 1.009
7 H -2.78 -0.06 -0.48  N1 1.006
8 H -2.40 0.97 0.87  N1 1.013
9 H 2.44 -0.64 -0.98  N6 1.009
10 H 1.38 0.67 -1.21  N6 1.009

Here are the Löwdin charges for atoms 1 to 4, given in e: N 0.103; C -0.180; O 0.007; C -0.639